{
  "formula": "C19H16Cl44NO2S3",
  "method": "the ωB97M-V functional and the def2-TZVPD basis",
  "total_energy_ha": -22381.363467,
  "charge": 1,
  "largest_force_ev_per_a": 1.8,
  "elements": ["C", "C", "S", "C", "C", "C", "S", "O", "O", "C", "C", "C", "N", "S", "H", "H", "H", "H", "H", "H", "H", "H", "H", "H", "H", "H", "H", "H", "H", "H", "C", "Cl", "Cl", "Cl", "Cl", "C", "Cl", "Cl", "Cl", "Cl", "C", "Cl", "Cl", "Cl", "Cl", "C", "Cl", "Cl", "Cl", "Cl", "C", "Cl", "Cl", "Cl", "Cl", "C", "Cl", "Cl", "Cl", "Cl", "C", "Cl", "Cl", "Cl", "Cl", "C", "Cl", "Cl", "Cl", "Cl", "C", "Cl", "Cl", "Cl", "Cl", "C", "Cl", "Cl", "Cl", "Cl", "C", "Cl", "Cl", "Cl", "Cl"],
  "coordinates": [[-3.20333, 3.14458, 1.18233], [-3.43257, 1.66725, 1.52360], [-2.74001, 1.30904, 3.17230], [-1.11695, 0.68709, 2.66770], [-0.14888, 0.50188, 3.82606], [-0.46159, -0.60535, 4.84523], [-1.77283, -0.27923, 6.02389], [-1.30614, -0.86123, 7.24869], [-2.09557, 1.11533, 6.05593], [0.37204, 1.76155, 4.55012], [1.53441, 2.25772, 3.69079], [2.05037, 0.99356, 3.13426], [1.14268, 0.08209, 3.16563], [1.48000, -1.48059, 2.46550], [-2.25278, 3.24167, 0.67076], [-3.99154, 3.50758, 0.53529], [-3.16653, 3.69537, 2.11119], [-2.92135, 1.01223, 0.82654], [-4.47229, 1.37356, 1.51565], [-1.25402, -0.27019, 2.17080], [-0.68043, 1.36712, 1.93999], [-0.72022, -1.51697, 4.30607], [0.40344, -0.84530, 5.44807], [-2.84915, -0.98379, 5.60434], [0.84343, 1.39134, 5.45848], [-0.35631, 2.48369, 4.87995], [2.22364, 2.98063, 4.09443], [1.07552, 2.72630, 2.80881], [3.03529, 0.85083, 2.72526], [1.21150, -1.20985, 1.17469], [-7.24479, -1.73388, -4.77447], [-8.43755, -0.43598, -4.68983], [-5.61989, -1.04352, -4.84193], [-7.38664, -2.76104, -3.34308], [-7.52353, -2.70096, -6.22047], [2.14136, -4.53628, -0.71217], [2.03516, -4.29196, 1.04266], [1.63477, -6.17251, -1.12928], [1.06665, -3.36877, -1.49752], [3.79924, -4.25806, -1.22182], [2.15500, 1.35132, -1.03124], [1.60231, -0.33147, -1.07036], [1.55311, 2.12961, 0.45566], [3.91013, 1.38738, -1.04178], [1.52340, 2.21102, -2.42470], [-3.80487, 6.81577, 3.50506], [-2.32179, 7.75106, 3.29846], [-4.84364, 7.60754, 4.68496], [-4.64805, 6.69715, 1.95735], [-3.39818, 5.18932, 4.07445], [-1.99993, -5.38058, 1.92605], [-1.47107, -6.38719, 3.27470], [-1.08244, -3.85667, 1.98292], [-1.67420, -6.23738, 0.42423], [-3.72107, -5.03432, 2.08931], [5.84553, -7.88509, -2.96196], [6.35342, -9.08086, -1.77055], [6.84063, -6.43196, -2.79946], [6.03207, -8.54705, -4.58425], [4.15274, -7.45999, -2.68391], [7.85176, 1.88814, -2.38530], [9.52863, 2.34579, -2.65669], [7.55615, 0.28587, -3.07409], [7.52326, 1.83939, -0.64701], [6.78305, 3.06815, -3.14492], [0.39923, 11.12391, 3.46812], [-0.89803, 12.17926, 2.91394], [1.95576, 11.77754, 2.96146], [0.35137, 10.99825, 5.22662], [0.18310, 9.51367, 2.76251], [6.46963, 2.53990, -7.57970], [4.82509, 2.06099, -8.00864], [6.47103, 4.22188, -7.04014], [7.05846, 1.50958, -6.27260], [7.51878, 2.37072, -8.98549], [-4.64267, -7.66569, -2.58803], [-4.31506, -6.70923, -1.13478], [-4.55924, -6.66283, -4.03608], [-3.42385, -8.93971, -2.70455], [-6.24487, -8.39253, -2.47030], [-2.45257, -2.53279, -6.87600], [-3.67063, -1.43728, -7.52079], [-3.27955, -3.89740, -6.12417], [-1.40061, -3.09270, -8.17236], [-1.48594, -1.69545, -5.65043]],
  "forces_ev_per_angstrom": [[-0.0799, -0.8142, -0.0103], [0.6454, 0.1595, 0.0563], [-0.2736, -0.1704, 0.1710], [-0.3675, 0.0858, 0.1223], [0.3981, 0.1545, 0.5339], [-0.7602, -0.2188, -1.2233], [0.5374, 0.5098, 1.6948], [-0.1593, -0.5526, -0.2632], [-0.0928, 0.0963, -0.5673], [0.7106, -0.3180, 0.5954], [-1.1868, 0.1989, -0.7828], [-0.4824, 0.5779, 0.5247], [1.2587, -0.4974, -0.5958], [-0.1034, -0.4281, 0.3599], [0.2117, 0.2342, -0.1037], [-0.0918, 0.2387, -0.1191], [-0.1380, 0.3395, -0.1954], [-0.0409, -0.1698, -0.2315], [-0.2652, 0.0360, 0.2372], [0.0501, -0.2488, -0.0810], [0.0786, 0.1722, -0.0294], [-0.1960, -0.1974, 0.0338], [0.1887, 0.1541, 0.3002], [0.1064, 0.0107, -0.3596], [-0.1288, -0.0031, 0.3423], [-0.3559, 0.1895, -0.4126], [0.3201, -0.1183, 0.3266], [0.1959, 0.3645, 0.0323], [0.0960, -0.3530, -0.2106], [-0.0985, 0.3321, 0.1166], [-0.0103, -0.0060, 0.0406], [0.0115, 0.0018, 0.0040], [-0.0655, 0.0577, 0.1488], [0.0064, -0.0158, 0.0159], [-0.0013, -0.0382, -0.0546], [0.0875, 0.0126, -0.0767], [0.1674, -0.2157, 0.0784], [-0.0548, 0.2175, 0.1723], [-0.1646, -0.1656, -0.1154], [-0.0013, 0.0378, -0.0523], [0.0917, 0.0069, -0.3430], [0.0324, 0.1478, -0.1007], [0.0294, 0.0785, -0.2646], [0.0268, 0.0236, 0.0983], [-0.0243, -0.0116, 0.0573], [-0.0093, 0.0529, -0.0097], [-0.1562, -0.0553, 0.0500], [-0.0001, -0.0057, 0.0070], [-0.0044, -0.0168, -0.0274], [0.0058, 0.0380, 0.2531], [0.0953, -0.2336, 0.2146], [-0.0145, -0.0175, 0.1046], [-0.2564, 0.1215, -0.0555], [0.2252, 0.3099, 0.1962], [0.0230, 0.0137, -0.1171], [0.0303, -0.0500, -0.0427], [0.0038, -0.0079, 0.0206], [0.0141, 0.0402, 0.0085], [-0.0022, 0.0052, -0.0088], [0.0841, -0.0847, -0.0647], [0.0415, 0.0344, -0.1083], [-0.0106, -0.0070, 0.0106], [-0.0298, -0.0143, 0.0256], [-0.0231, -0.0190, 0.1048], [-0.0411, 0.0328, 0.0625], [-0.0158, 0.0789, 0.0453], [-0.0208, 0.0027, -0.0099], [0.0172, -0.0054, -0.0089], [-0.0029, -0.0135, 0.0237], [0.1906, 0.0155, -0.1015], [0.0255, 0.0014, -0.0430], [-0.0358, -0.0063, -0.0007], [-0.0054, 0.0399, 0.0229], [0.0169, -0.0766, -0.0512], [0.0048, 0.0027, -0.0055], [-0.0441, -0.1703, 0.0297], [-0.3305, 0.0166, -0.3519], [-0.0136, 0.1401, 0.0652], [0.0432, -0.0669, 0.0007], [-0.0040, 0.0224, 0.0144], [-0.1293, -0.0093, -0.0010], [0.1303, 0.1272, -0.2172], [0.0573, -0.1509, 0.0502], [0.0041, -0.0291, 0.0237], [0.0291, 0.0485, 0.0210]]
}

***

{
  "formula": "C19H16ClN3O3S",
  "method": "the ωB97M-V functional and the def2-TZVPD basis",
  "charge": 0,
  "e_above_lowest_kcal_mol": 422.44,
  "largest_force_ev_per_a": 15.2,
  "elements": ["C", "C", "C", "C", "C", "C", "C", "H", "H", "C", "O", "N", "C", "C", "C", "C", "C", "C", "H", "H", "H", "H", "H", "H", "H", "S", "O", "O", "N", "C", "N", "C", "C", "C", "C", "H", "H", "Cl", "H", "H", "H", "H", "H"],
  "coordinates": [[-0.52279, 4.62826, -2.19961], [-0.48621, 3.25585, -2.25173], [-0.86756, 2.52990, -1.21994], [-0.84335, 1.08988, -1.05542], [-0.26589, 0.40430, -2.06144], [-0.09857, 0.95088, -3.22751], [-0.20544, 2.28692, -3.17541], [0.29288, 2.89549, -4.31171], [0.31076, 0.38787, -4.24444], [-0.32829, -1.14146, -2.11244], [-0.62701, -2.00205, -3.27546], [0.19901, -1.73896, -1.02898], [0.46240, -2.85230, -0.35842], [0.03937, -4.07286, -1.36860], [0.47087, -5.30378, -0.80408], [0.71808, -5.57676, 0.58741], [1.00703, -4.31517, 1.46465], [0.73380, -3.15195, 0.89087], [0.96573, -2.16198, 1.29306], [1.27945, -4.56348, 2.30990], [1.09841, -6.50574, 0.88273], [0.03596, -6.35681, -1.43333], [-0.33648, -3.98014, -2.38963], [0.16668, -1.03288, -0.23479], [-1.03471, 0.52987, -0.41169], [-1.22895, 3.38632, 0.35262], [-0.02676, 4.12162, 0.98223], [-2.47653, 3.99862, 0.09915], [-1.60722, 2.01738, 1.65039], [-0.57318, 1.47069, 2.25073], [0.55156, 1.10939, 1.31725], [1.67535, 0.45973, 1.96764], [1.52402, 0.07578, 3.26319], [0.52538, 0.39734, 4.22522], [-0.55684, 1.07015, 3.62397], [-1.52879, 1.33382, 3.95697], [0.60675, 0.14311, 5.08473], [2.64375, -0.88456, 3.99551], [2.34390, 0.19900, 1.27333], [-2.40812, 2.19934, 2.07213], [0.15980, 5.00919, -1.39713], [-0.40267, 4.79805, -3.17066], [-1.38557, 4.89213, -1.81125]],
  "forces_ev_per_angstrom": [[3.8898, 1.3666, 1.8568], [-0.2549, -5.4879, 0.8935], [-0.9995, -4.3393, 6.8633], [3.7787, 9.9710, -9.8478], [-2.5535, -6.0553, 0.9000], [2.6927, 0.6405, -6.2161], [3.4719, 5.3840, -8.6674], [-1.7628, -1.8449, 3.1753], [-1.4003, 1.4858, 3.1022], [0.0063, -5.7620, -5.7409], [1.4596, 5.7925, 6.4170], [-0.5492, 6.6134, 3.9711], [-4.1348, -8.9742, -9.5026], [3.4525, 0.2727, 4.5823], [-4.0753, -3.0256, -1.0398], [1.7730, 6.4020, -0.3480], [-3.8040, -5.4181, -10.2437], [1.5014, 4.8924, 1.7067], [0.0942, -0.2373, 1.6214], [2.6955, -1.3521, 8.5283], [-0.0122, -1.3027, 0.6115], [1.8438, 3.1132, 1.6026], [0.2571, 0.4198, 0.5624], [0.5331, 0.0064, -1.3290], [-3.7922, -7.0647, 11.1914], [4.1714, -0.4007, 3.4146], [-4.3041, -2.3969, -2.6209], [-1.3067, 1.0823, 0.5659], [3.3109, 1.7363, -5.6826], [6.4158, -3.5219, -1.2817], [-0.5216, 0.1087, 4.8722], [-7.6748, 2.8784, 0.2427], [-0.5400, 0.8648, 1.6811], [-2.7310, 4.5949, -14.2253], [0.4683, 0.2875, -1.2498], [-0.4589, 0.0093, 1.8379], [0.7444, -3.1574, 10.4798], [3.0827, -2.1540, 0.9051], [3.0616, -1.1159, -1.9187], [-4.3892, 1.1402, 2.4725], [0.2940, 0.0151, -1.3735], [0.8685, 2.8618, -3.8779], [-4.6022, 1.6716, 1.1081]]
}

***

{
  "formula": "C19H16InN3O2S3",
  "method": "the ωB97M-V functional and the def2-TZVPD basis",
  "charge": -2,
  "e_above_lowest_kcal_mol": 22.43,
  "largest_force_ev_per_a": 3.6,
  "elements": ["In", "O", "C", "C", "C", "C", "C", "C", "C", "N", "N", "C", "O", "C", "C", "C", "C", "C", "C", "H", "H", "H", "H", "H", "H", "H", "H", "H", "H", "C", "C", "S", "C", "C", "S", "H", "H", "H", "H", "H", "H", "S", "C", "N"],
  "coordinates": [[0.21948, 1.60981, 0.18956], [-1.51224, 2.75830, 0.73253], [-2.76571, 2.46015, 0.85624], [-3.68064, 3.44125, 1.26949], [-4.96209, 3.16723, 1.49801], [-5.51376, 1.93422, 1.19994], [-4.66026, 0.98704, 0.58395], [-3.30211, 1.22524, 0.42692], [-2.54600, 0.14598, -0.23349], [-1.34066, 0.20748, -0.64039], [-0.89884, -0.86061, -1.38469], [0.40535, -0.78789, -1.55166], [1.12438, 0.19640, -1.15807], [1.07671, -1.99600, -2.18294], [2.43908, -2.02508, -2.38806], [3.02569, -2.96864, -3.17726], [2.28193, -3.99327, -3.71791], [0.90636, -4.04000, -3.46300], [0.28428, -3.05455, -2.64908], [-3.28051, 4.49283, 1.43370], [-5.56807, 3.88537, 2.00166], [-6.58492, 1.82132, 1.17860], [-5.02348, 0.12111, 0.02732], [-3.06355, -0.78282, -0.44703], [3.05695, -1.18125, -2.03854], [4.09610, -2.98035, -3.36483], [2.79027, -4.77133, -4.32799], [0.26671, -4.78367, -3.80235], [-0.71437, -2.99980, -2.39218], [1.78024, -1.36528, 3.70719], [1.52560, -0.19400, 2.79073], [-0.18986, 0.03787, 2.36061], [2.42802, 0.67222, 2.29930], [3.87423, 0.39331, 2.57467], [2.21595, 2.12411, 1.37557], [2.27639, -2.16319, 3.26171], [0.82823, -1.66998, 4.14034], [2.42363, -1.03067, 4.52232], [4.54510, 0.64662, 1.71558], [3.95775, -0.71046, 2.71438], [4.24291, 0.79075, 3.53535], [1.68770, 4.44719, -3.67816], [1.11767, 3.70432, -2.34299], [0.73036, 3.08875, -1.45503]],
  "forces_ev_per_angstrom": [[-0.5858, -0.0863, 0.4808], [-0.2459, 0.2616, 0.0885], [1.3974, 0.1857, -1.1033], [2.5499, 2.2982, 0.4241], [-1.6690, -0.5192, 0.7339], [0.5343, -1.3793, -1.4140], [-0.9767, 0.8045, -0.0309], [0.1488, -1.0565, 0.1554], [-0.1802, 0.6555, -0.0280], [-0.4469, 0.4285, -0.4252], [0.2927, -0.7068, 0.1154], [0.2147, 0.3595, 0.8960], [0.5222, -1.2874, -0.7583], [-1.1394, 0.3232, -0.0585], [0.7017, 2.0172, 0.2343], [0.8476, -1.0476, -0.2369], [-0.6101, -0.9533, -0.5425], [0.1729, 1.8846, 1.6546], [3.4339, -0.0247, -1.1135], [-0.3783, -1.5663, -0.0387], [-0.5398, 0.6959, -0.0218], [-0.1804, -0.2845, 0.2906], [-0.3264, -0.0489, 0.6349], [-0.3571, -0.0869, -0.0845], [-0.5457, -0.4280, 0.0395], [-0.0704, 0.2685, 0.1081], [-0.5683, 0.5908, 0.4034], [-0.7325, -1.5436, -0.8688], [-2.0280, -0.2803, 0.1416], [-0.4545, 2.0130, 1.0034], [-1.6795, 0.8226, -0.9262], [0.2302, -0.1389, -0.0162], [0.8672, -0.7572, 0.7721], [0.8923, -1.4985, -0.0021], [0.4533, 0.8768, 0.0773], [0.7352, -1.6476, -1.0522], [0.1151, -0.1878, -0.1218], [0.0962, -0.0423, 0.2780], [-0.5283, 0.1014, 0.8465], [0.2414, 0.5496, -0.1664], [0.0493, 0.3995, -0.3931], [0.1570, 0.4735, -0.3551], [0.5693, 0.3873, -1.3763], [-0.9796, -0.8256, 1.7558]]
}

***

Number 1: molar mass 1946.5 u. Number 2: molar mass 401.9 u. Number 3: molar mass 529.4 u.